{
  "formula": "C20H38IN2O3",
  "method": "ωB97M-V/def2-TZVPD",
  "smiles": "CCCCCCCCCCc1n(I)cc[n+]1COCCOCCOCC",
  "e_homo_ev": -12.27,
  "total_charge": 1,
  "energy_ev": -38571.581,
  "gap_ev": 8.3,
  "symbols": ["C", "C", "C", "C", "C", "C", "C", "C", "C", "C", "C", "N", "I", "C", "C", "N", "C", "O", "C", "C", "O", "C", "C", "O", "C", "C", "H", "H", "H", "H", "H", "H", "H", "H", "H", "H", "H", "H", "H", "H", "H", "H", "H", "H", "H", "H", "H", "H", "H", "H", "H", "H", "H", "H", "H", "H", "H", "H", "H", "H", "H", "H", "H", "H"],
  "positions_angstrom": [[5.1579, 0.1724, 0.2274], [3.8394, 0.8945, -0.1337], [3.2544, 1.5779, 1.1136], [2.5454, 0.6081, 2.0525], [1.2899, -0.0470, 1.4710], [0.6448, -0.9998, 2.5123], [0.6340, -2.4954, 2.1410], [1.9094, -3.0465, 1.4917], [1.9802, -3.0475, -0.0513], [0.6519, -3.3306, -0.7846], [0.0250, -2.0676, -1.2760], [0.5720, -1.2510, -2.1552], [2.3243, -1.3877, -3.1932], [-0.2591, -0.1461, -2.3740], [-1.3051, -0.3575, -1.6143], [-1.1586, -1.5478, -0.9414], [-2.1836, -2.0669, -0.0088], [-3.3992, -1.5651, -0.4531], [-4.2715, -1.0868, 0.5665], [-4.6271, 0.4210, 0.4592], [-4.3560, 0.9923, -0.8036], [-3.7235, 2.2682, -0.7100], [-3.2423, 2.7236, -2.0843], [-1.8574, 2.4993, -2.3126], [-1.0356, 3.6389, -2.1154], [-0.4262, 3.7206, -0.6988], [4.8948, -0.7680, 0.7086], [5.6799, -0.0570, -0.6996], [5.7745, 0.7631, 0.8962], [4.0138, 1.6376, -0.9105], [3.1730, 0.1263, -0.5278], [4.1088, 1.9782, 1.6608], [2.6341, 2.4420, 0.8740], [2.2139, 1.1783, 2.9219], [3.2272, -0.1518, 2.4375], [1.4527, -0.5049, 0.4981], [0.5794, 0.7675, 1.3054], [1.1087, -0.8158, 3.4787], [-0.4003, -0.6988, 2.6140], [-0.2741, -2.6913, 1.5773], [0.5128, -3.0398, 3.0777], [2.1054, -4.0535, 1.8509], [2.7528, -2.4559, 1.8506], [2.4627, -2.1416, -0.3984], [2.6684, -3.8438, -0.3318], [-0.0353, -3.8969, -0.1666], [0.8639, -3.9072, -1.6858], [-0.0815, 0.6883, -3.0193], [-2.1865, 0.2316, -1.4656], [-2.1854, -3.1520, -0.1182], [-1.9154, -1.7318, 0.9911], [-3.9147, -1.2848, 1.5780], [-5.1969, -1.6479, 0.4623], [-5.7043, 0.4949, 0.6262], [-4.1676, 0.9851, 1.2738], [-2.9100, 2.2216, 0.0175], [-4.4575, 3.0054, -0.3682], [-3.7895, 2.1276, -2.8146], [-3.5058, 3.7679, -2.2391], [-1.5258, 4.5695, -2.3986], [-0.1956, 3.5223, -2.8012], [0.6596, 3.7632, -0.7600], [-0.7347, 4.6462, -0.2186], [-0.6892, 2.8526, -0.1014]],
  "forces_ev_per_a": [[-0.922, -0.044, -0.621], [0.520, 0.144, 0.663], [0.438, -0.446, -0.070], [-0.324, 0.256, -0.230], [-0.332, 0.424, 0.794], [-0.242, 0.043, -0.993], [0.413, 0.260, 0.838], [-0.119, 0.343, -0.281], [0.210, -0.703, 0.528], [0.411, 0.595, -0.468], [-0.380, -1.031, 0.676], [0.904, 1.260, -1.216], [-0.179, -0.263, 0.116], [1.121, -0.354, -0.375], [-2.273, 0.292, 1.257], [0.298, 0.116, -0.063], [-0.074, 0.050, -0.806], [0.359, 0.187, 0.645], [-0.854, 0.258, -0.250], [-0.418, -0.031, 0.003], [0.754, -0.214, 0.058], [-0.494, 0.321, -0.073], [-0.008, -0.611, 0.155], [-0.354, 0.382, -0.171], [1.087, -0.398, 0.236], [-0.096, 0.475, -0.387], [0.278, -0.112, 0.186], [0.331, -0.087, 0.141], [0.184, 0.053, -0.050], [0.003, -0.010, -0.104], [-0.249, 0.217, -0.182], [0.003, 0.234, 0.049], [-0.288, -0.142, -0.113], [0.040, -0.061, 0.174], [0.156, -0.066, -0.111], [0.106, -0.189, 0.025], [-0.007, 0.053, -0.256], [0.103, -0.195, 0.074], [-0.057, 0.004, 0.270], [0.135, -0.287, -0.243], [-0.217, -0.096, 0.021], [-0.191, -0.169, -0.024], [0.091, 0.017, 0.062], [-0.174, 0.241, -0.150], [0.079, -0.028, -0.055], [-0.091, -0.051, -0.002], [-0.031, -0.218, 0.031], [0.381, -0.033, -0.215], [-0.163, 0.054, -0.097], [0.203, -0.075, 0.327], [-0.174, -0.091, 0.145], [0.305, -0.098, -0.068], [-0.013, -0.137, -0.092], [-0.059, -0.006, 0.149], [0.310, 0.048, -0.129], [0.120, 0.109, -0.055], [-0.033, -0.052, 0.244], [-0.045, 0.031, -0.122], [0.133, 0.146, -0.033], [-0.317, -0.066, 0.035], [-0.126, -0.056, -0.241], [0.076, -0.068, 0.007], [-0.136, -0.126, 0.355], [-0.116, 0.003, 0.083]],
  "nbo_charge": [-0.606, -0.394, -0.401, -0.392, -0.416, -0.398, -0.394, -0.416, -0.390, -0.475, 0.460, -0.477, 0.480, -0.073, -0.033, -0.324, 0.124, -0.509, -0.088, -0.090, -0.540, -0.097, -0.097, -0.555, -0.066, -0.652, 0.194, 0.211, 0.213, 0.206, 0.172, 0.210, 0.203, 0.211, 0.197, 0.183, 0.203, 0.216, 0.194, 0.168, 0.227, 0.221, 0.219, 0.206, 0.230, 0.246, 0.254, 0.268, 0.277, 0.194, 0.192, 0.181, 0.198, 0.192, 0.173, 0.174, 0.183, 0.211, 0.187, 0.181, 0.180, 0.216, 0.219, 0.209]
}

{
  "formula": "C17H25N3O5S",
  "method": "ωB97M-V/def2-TZVPD",
  "e_homo_ev": -8.71,
  "total_charge": 0,
  "e_above_lowest_kcal_mol": 57.39,
  "energy_ev": -43576.052,
  "gap_ev": 8.2,
  "symbols": ["C", "C", "O", "C", "C", "O", "C", "C", "O", "C", "C", "C", "C", "C", "O", "C", "C", "O", "C", "C", "N", "C", "N", "S", "N", "C", "H", "H", "H", "H", "H", "H", "H", "H", "H", "H", "H", "H", "H", "H", "H", "H", "H", "H", "H", "H", "H", "H", "H", "H", "H"],
  "positions_angstrom": [[-3.4637, -1.8687, 0.4084], [-2.8636, -3.2791, 0.2821], [-2.5018, -3.7919, 1.5497], [-1.1202, -4.0392, 1.6953], [-0.2421, -2.7993, 1.5901], [0.3209, -2.5189, 2.8599], [0.8166, -1.2056, 2.9826], [2.3150, -1.1473, 2.7356], [2.6312, -1.0498, 1.3689], [2.3789, 0.2416, 0.8110], [1.5415, 0.0831, -0.4266], [0.3964, 0.7971, -0.6945], [-0.1057, 1.8756, 0.2345], [0.6658, 3.1902, 0.0240], [-0.2051, 4.1398, -0.6038], [0.2912, 5.3753, -0.6962], [-0.6423, 6.3218, -1.3740], [1.3713, 5.6874, -0.2917], [-0.3590, 0.5862, -1.8867], [-0.0010, -0.3389, -2.8295], [-0.7551, -0.6180, -4.0140], [1.1957, -1.0905, -2.6133], [1.7258, -1.9923, -3.4248], [3.0783, -2.5003, -2.7191], [3.0632, -1.6133, -1.3888], [1.9625, -0.8702, -1.4156], [-4.5459, -1.9252, 0.4347], [-3.1438, -1.4602, 1.3614], [-3.1128, -1.1992, -0.3708], [-2.0095, -3.2630, -0.3931], [-3.6084, -3.9254, -0.1789], [-0.9874, -4.4203, 2.7041], [-0.7813, -4.8243, 1.0187], [0.5479, -2.9854, 0.8567], [-0.8115, -1.9401, 1.2358], [0.2982, -0.5183, 2.3105], [0.6101, -0.8686, 3.9986], [2.7715, -0.3582, 3.3414], [2.7236, -2.0870, 3.0942], [3.3376, 0.7010, 0.5673], [1.8641, 0.8387, 1.5540], [0.0008, 1.5809, 1.2692], [-1.1471, 2.0874, 0.0199], [1.5163, 3.0253, -0.6309], [1.0712, 3.5785, 0.9526], [-1.6574, 5.9374, -1.3310], [-0.6132, 7.2781, -0.8709], [-0.3778, 6.4196, -2.4200], [-1.2532, 1.1640, -2.0684], [-0.4528, -0.0015, -4.7604], [-1.7342, -0.4091, -3.8585]],
  "forces_ev_per_a": [[0.285, -0.416, 0.360], [-0.231, 0.509, -0.247], [-0.071, -0.124, -0.028], [-0.025, 0.022, 0.458], [0.367, -0.334, -0.331], [-0.436, 0.198, -0.098], [0.321, 0.044, 0.388], [-0.301, -0.121, 0.207], [0.225, 0.147, -0.101], [-0.043, -0.728, -0.032], [-0.229, 0.065, -0.321], [0.112, -0.225, 0.467], [0.476, 0.388, -0.444], [0.148, -0.435, -0.061], [-0.195, -0.394, 0.210], [-0.185, 0.440, -0.302], [-0.729, -0.306, 0.110], [0.782, 0.050, 0.345], [0.342, -0.795, -0.527], [-0.298, 0.040, -0.282], [-0.069, 0.376, 0.369], [-0.100, 0.541, 0.589], [0.207, -0.382, -0.269], [-0.211, 0.197, -0.090], [0.386, -0.171, 0.266], [-0.389, 0.294, -0.269], [-0.170, 0.198, -0.138], [0.055, 0.154, 0.146], [-0.151, 0.044, -0.245], [0.222, -0.030, -0.024], [-0.004, -0.299, 0.065], [-0.048, -0.099, 0.128], [-0.070, -0.015, -0.304], [0.190, 0.147, 0.001], [-0.180, 0.088, -0.027], [-0.146, 0.017, -0.121], [-0.036, -0.091, 0.167], [0.070, 0.272, -0.166], [0.166, -0.155, -0.043], [0.094, 0.124, 0.022], [-0.006, 0.405, 0.024], [-0.190, -0.123, 0.246], [-0.230, -0.102, 0.166], [0.153, 0.021, -0.122], [-0.180, 0.267, 0.146], [-0.106, -0.019, -0.035], [0.190, 0.237, -0.068], [0.200, 0.148, -0.142], [-0.098, 0.155, 0.110], [0.144, -0.253, -0.186], [-0.005, 0.030, 0.034]],
  "nbo_charge": [-0.641, -0.070, -0.532, -0.085, -0.102, -0.536, -0.092, -0.092, -0.532, -0.094, -0.111, 0.106, -0.474, -0.072, -0.510, 0.795, -0.714, -0.593, -0.283, 0.179, -0.815, 0.046, -0.593, 0.956, -0.625, 0.181, 0.211, 0.219, 0.205, 0.166, 0.178, 0.210, 0.164, 0.176, 0.172, 0.163, 0.186, 0.163, 0.208, 0.201, 0.177, 0.218, 0.233, 0.192, 0.201, 0.227, 0.240, 0.242, 0.213, 0.374, 0.365]
}

{
  "formula": "C5H6O",
  "method": "ωB97M-V/def2-TZVPD",
  "e_homo_ev": -8.31,
  "total_charge": 0,
  "e_above_lowest_kcal_mol": 96.24,
  "energy_ev": -7325.111,
  "gap_ev": 8.7,
  "symbols": ["C", "C", "C", "C", "C", "O", "H", "H", "H", "H", "H", "H"],
  "positions_angstrom": [[1.2156, -2.1209, -1.8111], [0.5840, -0.9908, -1.1462], [0.0579, -0.0539, -0.5808], [-0.9048, 0.6670, 0.1858], [-1.2743, 1.5010, 2.2898], [-0.3370, 1.1241, 1.2788], [2.1661, -1.8140, -2.2571], [1.4271, -2.9134, -1.0847], [0.5724, -2.5317, -2.5953], [-2.2789, 1.3715, 1.8831], [-1.1018, 0.8194, 3.1255], [-1.0932, 2.5302, 2.6021]],
  "forces_ev_per_a": [[0.024, -0.060, -0.066], [-0.140, 0.428, 0.165], [0.048, -0.405, -0.224], [0.393, -0.136, 0.118], [-0.187, 0.128, 0.263], [-0.164, -0.290, -0.340], [-0.095, -0.055, 0.038], [-0.018, 0.144, -0.102], [0.111, 0.058, 0.090], [0.086, 0.105, 0.152], [-0.117, 0.164, -0.011], [0.058, -0.080, -0.082]],
  "nbo_charge": [-0.698, 0.110, -0.207, 0.201, -0.253, -0.469, 0.247, 0.246, 0.236, 0.208, 0.190, 0.189]
}

{
  "formula": "C5H10O",
  "method": "ωB97M-V/def2-TZVPD",
  "smiles": "C[C@H]1CC[C@H]1O",
  "e_homo_ev": -9.84,
  "total_charge": 0,
  "e_above_lowest_kcal_mol": 20.71,
  "energy_ev": -7393.867,
  "gap_ev": 10.7,
  "symbols": ["C", "C", "C", "C", "C", "O", "H", "H", "H", "H", "H", "H", "H", "H", "H", "H"],
  "positions_angstrom": [[1.4931, -0.8970, -0.1209], [0.4340, -0.1343, 0.6610], [0.3104, 1.3607, 0.2670], [-0.9455, 1.0232, -0.5674], [-1.0259, -0.3273, 0.1529], [-1.3121, -1.4175, -0.6912], [1.3987, -1.9777, 0.0283], [1.4190, -0.7067, -1.1974], [2.4939, -0.5927, 0.2088], [0.5692, -0.3193, 1.7338], [0.0901, 2.0099, 1.1196], [1.1595, 1.7814, -0.2813], [-1.8139, 1.6831, -0.4809], [-0.7200, 0.8698, -1.6271], [-1.7343, -0.2851, 0.9916], [-1.8162, -2.0705, -0.1968]],
  "forces_ev_per_a": [[0.021, -0.019, -0.052], [0.090, -0.077, 0.087], [0.111, 0.159, 0.062], [-0.104, 0.044, -0.125], [-0.015, 0.270, 0.193], [-0.116, -0.208, 0.055], [-0.002, 0.149, -0.023], [-0.030, -0.013, 0.140], [-0.160, -0.038, -0.060], [-0.050, 0.017, -0.161], [0.026, -0.095, -0.115], [-0.117, -0.067, 0.102], [0.144, -0.088, -0.046], [0.010, 0.020, 0.142], [0.099, -0.038, -0.120], [0.092, -0.014, -0.081]],
  "nbo_charge": [-0.607, -0.238, -0.404, -0.426, 0.105, -0.717, 0.214, 0.208, 0.208, 0.196, 0.204, 0.205, 0.206, 0.215, 0.160, 0.472]
}

- What is the formula in the first record?
  C20H38IN2O3